Density functional theory data (wB97M-V/def2-TZVPD) for a structure of composition C22H24CeCl2N4O3S.

Structure (XYZ):
```
57
Properties=species:S:1:pos:R:3:forces:R:3:lowdin_charge:R:1
Ce -1.978 -0.527 -0.565 -0.3 1.6 -0.3 1.0757
S -3.278 -2.779 -1.485 -1.1 -1.1 2.8 0.7289
C -2.746 -2.537 -2.999 0.0 1.1 -2.9 -0.8711
N -1.556 -3.063 -3.406 1.2 -0.4 -0.8 0.0986
C -1.106 -2.862 -4.673 -0.8 0.7 -0.7 0.0021
C -1.863 -2.111 -5.571 0.8 -0.6 0.4 -0.0110
C -3.077 -1.581 -5.137 0.3 -1.0 2.2 -0.0339
N -3.495 -1.802 -3.864 0.5 0.3 -1.3 0.0970
H -0.975 -3.629 -2.746 -0.8 0.7 -0.6 0.1859
H -0.160 -3.284 -4.987 0.0 -0.1 0.4 0.1437
H -1.516 -1.943 -6.583 0.1 -0.1 0.1 0.1194
H -3.687 -0.994 -5.810 -0.3 0.1 0.3 0.1307
C -0.658 -2.422 4.538 0.4 -0.6 -0.4 -0.0268
N -1.354 -1.423 3.746 -0.4 0.7 -2.4 -0.1145
C -2.083 -0.376 4.442 -0.4 0.6 -0.2 -0.0201
C -1.372 -1.397 2.359 1.4 -2.4 3.8 -0.4489
C -0.624 -2.470 1.605 -0.5 0.5 1.0 0.0185
O -1.978 -0.527 1.730 -1.3 0.9 -0.2 -0.2199
H -0.784 -2.241 5.608 -0.1 0.1 -0.4 0.0976
H 0.409 -2.390 4.296 -0.1 -0.2 0.2 0.1036
H -1.057 -3.411 4.296 0.2 0.0 0.2 0.1015
H -2.007 -0.487 5.527 0.1 -0.1 -0.3 0.0974
H -3.137 -0.421 4.149 0.1 0.2 0.1 0.1044
H -1.677 0.597 4.149 -0.2 -0.1 0.2 0.0722
H -0.118 -3.196 2.239 -0.1 0.1 -0.1 0.0983
H 0.130 -1.991 0.973 -0.3 -0.3 0.4 0.0601
H -1.335 -3.012 0.973 0.1 0.0 -0.1 0.0873
Cl 0.976 3.923 -2.920 0.0 -0.2 0.3 0.7016
C 0.197 3.893 -1.371 -0.3 0.5 0.5 -0.5803
C -0.711 4.925 -1.097 0.0 -0.2 0.1 -0.0959
C -1.373 4.968 0.126 0.3 -0.4 -0.1 -0.0637
C -1.139 3.969 1.066 0.1 -0.1 -0.1 -0.1013
C -0.235 2.930 0.794 -0.5 1.3 -0.5 -0.5657
Cl -0.081 1.714 2.017 0.5 -0.1 -0.2 0.8087
C 0.484 2.894 -0.419 0.3 -0.1 0.2 -0.2952
N 1.368 1.834 -0.770 -0.5 -1.5 0.0 0.0554
C 2.500 1.392 -0.030 0.4 0.9 0.1 -0.2075
C 3.176 2.275 0.834 0.1 -0.3 0.2 -0.0304
C 4.313 1.877 1.539 -0.4 -0.1 -0.4 -0.0799
C 4.816 0.594 1.370 0.0 -0.2 -0.1 -0.0947
C 4.200 -0.277 0.473 -0.4 0.6 0.1 -0.0347
C 3.058 0.113 -0.255 0.2 -0.1 0.4 -0.1494
C 2.513 -0.850 -1.291 0.2 0.1 -0.4 -0.0461
C 1.098 -1.339 -0.995 3.5 -2.9 0.2 -0.5815
O 1.004 -2.498 -0.502 -0.8 2.2 -1.7 -0.0007
O 0.179 -0.527 -1.328 -2.3 -0.2 0.0 -0.2377
H -0.907 5.691 -1.843 0.1 -0.2 0.1 0.1092
H -2.080 5.764 0.338 0.1 -0.1 0.0 0.1153
H -1.676 3.986 2.011 0.2 -0.1 -0.1 0.1074
H 0.787 1.008 -1.038 1.0 1.2 -0.1 0.0809
H 2.808 3.287 0.971 -0.1 -0.1 -0.1 0.1144
H 4.799 2.571 2.218 -0.1 0.0 -0.1 0.1065
H 5.695 0.272 1.920 -0.1 0.0 -0.1 0.1021
H 4.614 -1.272 0.331 -0.1 0.2 -0.1 0.1130
H 3.171 -1.723 -1.387 -0.2 0.2 0.3 0.1249
H 2.532 -0.360 -2.273 -0.2 0.1 0.1 0.1359
H -3.003 1.248 -1.290 0.4 -0.6 0.2 -0.1872
```
Positions in Å, forces in eV/Å.

LUMO level, eV: -4.069
Net charge: +1
Orbital gap, eV: 5.95
Largest force on an atom, eV/Å: 4.73
Calculated total energy, eV: -84110.353
Spin multiplicity: 2
⟨S²⟩: 0.751
HOMO energy, eV: -10.0


Density functional theory data (wB97M-V/def2-TZVPD) for a cluster of 12 separate species, C32H93N9O17 in total.

Structure (XYZ):
```
151
Properties=species:S:1:pos:R:3:forces:R:3:lowdin_charge:R:1
C 8.805 19.929 9.346 1.6 -0.5 -0.7 -0.2328
C 9.903 18.902 9.736 -0.2 -0.4 1.7 -0.2223
O 11.255 19.336 9.927 -0.6 -0.1 -1.1 -0.0745
O 9.035 21.091 10.107 0.2 0.0 0.8 -0.0629
H 7.855 19.432 9.544 -0.2 0.2 0.0 0.1149
H 8.918 20.143 8.283 -0.3 0.1 -0.2 0.1135
H 9.896 17.981 9.154 0.2 0.5 -0.8 0.1207
H 9.595 18.468 10.687 -0.3 0.2 0.6 0.1035
H 11.270 20.068 10.548 -0.3 0.1 -0.2 0.0417
H 8.485 21.844 9.879 -0.2 -0.3 -0.3 0.0923
C 14.223 21.700 13.659 -0.6 0.1 1.4 -0.2394
C 13.535 22.548 14.817 0.5 -1.2 -2.1 -0.2252
O 12.731 23.584 14.278 0.0 0.1 0.6 -0.0703
O 14.983 20.736 14.342 0.6 0.6 0.0 -0.0964
H 14.836 22.276 12.965 0.2 0.5 0.2 0.1116
H 13.515 21.167 13.024 -0.6 0.3 0.1 0.0837
H 14.333 22.794 15.518 0.0 0.7 -0.1 0.1141
H 12.897 21.862 15.375 -0.3 0.1 -0.2 0.0975
H 13.294 24.264 13.899 0.1 0.0 0.0 0.0828
H 14.641 19.886 14.054 0.4 -1.1 0.2 0.0003
C 17.500 14.697 18.130 -0.2 2.5 1.8 -0.2641
C 16.067 15.091 17.827 -0.2 -2.6 -2.1 -0.2963
O 15.428 15.759 18.837 -0.2 1.0 1.1 -0.0166
O 18.203 14.284 17.031 0.2 -0.9 -1.3 -0.0695
H 17.684 14.045 18.984 -0.5 -0.1 0.1 0.1316
H 17.903 15.678 18.385 0.6 0.1 0.4 0.1254
H 15.505 14.201 17.545 -0.2 -0.7 0.3 0.1043
H 16.090 15.555 16.840 0.2 1.1 0.0 0.1145
H 14.506 15.869 18.594 0.0 0.0 0.1 0.0876
H 17.915 13.377 16.905 0.1 -0.5 -0.5 0.0684
C 13.327 13.524 15.267 -0.3 0.0 -0.8 -0.2436
C 12.740 13.687 13.882 0.1 2.4 -1.1 -0.1984
O 13.714 13.944 12.828 -1.3 -1.7 0.7 -0.0678
O 13.913 12.268 15.452 0.9 -0.6 0.6 -0.0574
H 12.601 13.778 16.039 -0.4 -0.3 0.1 0.1135
H 14.103 14.281 15.386 0.3 -0.1 -0.1 0.1076
H 12.177 14.619 13.929 -0.4 0.4 0.3 0.0960
H 11.951 13.021 13.531 0.6 -0.8 0.2 0.1250
H 14.336 14.570 13.207 0.4 0.4 0.1 0.0065
H 13.270 11.561 15.356 -0.2 0.1 -0.1 0.1067
C 16.762 10.420 15.449 -1.7 -1.1 -0.5 -0.2517
C 17.264 10.539 16.863 1.1 0.0 -0.2 -0.2232
O 16.722 11.645 17.569 0.3 0.3 -0.1 -0.0599
O 16.657 11.550 14.656 0.8 1.8 -0.3 -0.0853
H 15.748 10.027 15.526 -0.2 -0.6 -0.1 0.1177
H 17.372 9.777 14.814 0.2 -0.6 0.6 0.1260
H 18.349 10.605 16.780 0.2 0.7 0.5 0.1176
H 17.119 9.608 17.411 -0.3 -0.1 -0.1 0.1244
H 15.977 11.371 18.109 0.0 -0.1 -0.1 0.0995
H 15.819 12.005 14.765 -0.4 -0.1 0.3 0.0603
C 18.344 12.280 10.194 0.8 -0.2 -0.8 -0.0611
C 17.524 10.985 10.177 -0.2 1.7 -0.9 -0.4266
C 18.255 9.847 9.454 -1.2 -0.4 0.4 -0.1906
O 18.303 10.068 8.038 0.9 -0.2 0.7 -0.1855
C 18.930 8.999 7.324 -0.2 1.1 -0.5 -0.1146
N 16.996 10.723 11.503 -0.1 -1.1 0.0 0.0497
H 19.356 12.068 10.540 0.0 0.2 0.6 0.0718
H 17.854 13.066 10.767 0.1 -0.1 0.2 0.0525
H 18.519 12.685 9.197 -0.3 0.0 -0.3 0.0729
H 16.655 11.239 9.569 -0.2 -0.3 -0.3 0.1285
H 17.643 8.956 9.592 0.0 -0.4 0.3 0.1192
H 19.223 9.669 9.923 0.4 0.1 -0.3 0.1226
H 19.952 8.737 7.598 0.1 0.2 0.8 0.0793
H 19.056 9.423 6.328 -0.3 -0.4 -0.2 0.0829
H 18.332 8.088 7.309 -0.2 0.0 0.0 0.0823
H 16.808 11.617 11.933 -0.3 0.0 0.1 0.0478
H 17.704 10.320 12.101 0.3 -0.1 0.1 0.0256
C 19.231 16.374 10.498 0.5 -1.3 0.5 -0.0590
C 18.878 17.051 9.205 -1.0 0.8 0.7 -0.4234
C 17.384 17.413 9.169 -0.3 -1.7 -1.0 -0.1503
O 16.655 16.144 8.989 -0.1 0.9 0.5 -0.1885
C 15.278 16.282 8.692 -0.4 0.2 -0.3 -0.1225
N 19.611 18.308 9.099 0.1 -0.3 -1.0 0.0525
H 20.278 16.076 10.554 0.3 0.2 -0.3 0.0822
H 18.734 15.411 10.619 -0.5 0.1 0.2 0.0610
H 19.101 17.016 11.369 -0.4 0.0 -0.1 0.0508
H 19.062 16.381 8.366 0.2 0.2 -0.1 0.1448
H 17.178 18.037 8.299 0.0 0.2 0.0 0.1196
H 17.091 17.955 10.069 -0.2 -0.1 0.3 0.0977
H 14.648 16.647 9.503 0.3 0.2 0.4 0.0506
H 14.796 15.352 8.387 0.7 -0.5 0.2 0.0890
H 15.076 16.935 7.843 0.4 0.4 -0.2 0.0842
H 20.584 18.047 9.025 0.3 0.4 0.1 0.0709
H 19.503 18.839 9.951 0.2 0.1 0.1 0.0341
C 10.196 16.725 15.859 0.7 -0.8 -1.3 -0.0654
C 11.139 17.879 16.164 -0.5 -0.3 -1.3 -0.4426
C 10.696 19.162 15.408 0.5 0.4 1.1 -0.1749
O 11.136 19.239 14.068 0.2 -1.6 -0.5 -0.1953
C 10.692 20.354 13.335 -0.3 0.5 0.4 -0.0778
N 11.146 17.986 17.593 0.3 1.1 1.4 0.0353
H 10.096 16.598 14.781 0.0 0.1 -0.2 0.0763
H 9.176 16.746 16.243 0.3 0.5 0.5 0.0856
H 10.699 15.813 16.180 -0.3 -0.3 0.3 0.0601
H 12.149 17.638 15.832 0.1 -0.2 -0.6 0.1150
H 11.177 20.007 15.901 -0.3 0.4 0.5 0.1173
H 9.612 19.194 15.518 -0.2 0.4 -0.3 0.1305
H 9.610 20.474 13.386 -0.2 0.0 0.2 0.0979
H 10.904 20.276 12.268 0.3 -0.5 0.3 0.0591
H 11.184 21.252 13.707 -0.1 0.3 0.0 0.0811
H 11.790 18.696 17.914 -0.1 0.8 -0.1 0.0734
H 11.604 17.184 18.002 -0.4 -0.7 -0.2 0.0676
C 13.970 18.573 11.504 0.1 0.3 -1.0 -0.0395
C 14.041 17.524 12.597 0.2 0.0 0.2 -0.3679
C 15.292 16.626 12.473 0.1 0.8 -1.5 -0.1837
O 15.522 15.765 13.545 -0.6 -1.1 0.3 -0.2478
C 16.805 15.121 13.548 0.3 1.2 1.4 -0.0322
N 14.167 18.119 13.924 0.1 0.1 -0.4 0.0635
H 13.547 18.267 10.547 0.0 -0.7 0.1 0.0633
H 14.945 18.979 11.234 0.2 0.2 0.3 0.0825
H 13.304 19.406 11.732 0.1 0.0 0.6 0.0530
H 13.108 16.960 12.589 0.1 -0.6 -0.4 0.1416
H 16.195 17.235 12.503 0.0 0.7 -0.8 0.1226
H 15.194 16.081 11.534 0.4 -0.2 -0.1 0.1260
H 17.229 14.672 12.649 -1.1 -0.6 -0.2 0.0914
H 16.714 14.540 14.466 0.5 -0.8 -0.5 0.0825
H 17.576 15.856 13.775 0.0 0.5 0.2 0.0793
H 13.243 18.374 14.242 -0.2 -0.1 0.3 0.0532
H 14.529 17.302 14.396 -0.1 0.4 1.4 0.0742
C 22.109 21.307 10.447 -1.3 -0.1 -0.9 -0.0818
C 21.692 21.602 11.862 1.3 -1.0 -0.5 -0.4160
C 21.044 20.345 12.620 -1.4 2.6 -0.6 -0.1548
O 20.031 19.836 11.750 -1.6 -1.2 0.5 -0.2265
C 18.871 19.294 12.510 1.1 0.9 0.7 -0.0621
N 22.855 22.152 12.519 1.1 -0.2 2.3 0.0111
H 21.184 21.424 9.882 0.2 -0.6 -0.7 0.0764
H 22.557 20.323 10.309 0.0 0.1 -0.1 0.0853
H 22.763 22.102 10.090 0.1 -0.1 0.0 0.0729
H 20.978 22.421 11.771 -0.5 -0.3 0.5 0.1312
H 20.495 20.858 13.409 0.2 -0.2 0.7 0.1074
H 21.652 19.562 13.073 0.5 0.0 -0.5 0.1110
H 18.495 20.064 13.183 0.2 0.3 0.1 0.0840
H 19.167 18.451 13.134 0.3 -0.1 0.0 0.0724
H 17.965 18.976 11.995 0.6 0.2 -1.1 0.0629
H 23.447 21.432 12.907 -0.3 -0.5 0.6 0.0615
H 23.566 22.566 11.933 -0.7 0.5 -0.8 0.0600
C 19.948 11.370 13.437 1.8 -0.2 0.4 -0.8387
O 19.417 10.403 13.032 -2.5 -4.5 -1.9 0.0546
N 19.411 12.285 14.137 -2.9 3.8 2.5 0.2113
N 21.244 11.553 13.368 4.4 0.1 -1.1 0.1716
H 20.038 12.993 14.492 -0.7 0.3 0.3 0.0852
H 18.430 12.183 14.353 -0.1 0.5 0.1 0.0761
H 21.588 12.503 13.376 0.4 -0.2 0.0 0.0858
H 21.781 10.818 12.931 0.0 0.5 -0.1 0.1150
C 21.146 15.807 14.810 -1.6 0.6 1.0 -0.7170
O 21.372 14.772 14.258 0.4 -2.4 -0.9 0.0481
N 20.064 16.031 15.619 -0.1 0.1 0.1 0.1708
N 21.886 16.898 14.641 1.4 2.4 0.0 0.1562
H 19.912 16.944 16.024 -0.1 -0.4 0.0 0.1000
H 19.479 15.264 15.920 0.0 0.0 0.1 0.0615
H 21.757 17.640 15.314 0.3 0.0 -0.3 0.1004
H 22.777 16.875 14.166 -0.3 -0.3 0.1 0.1166
```
Positions in Å, forces in eV/Å.

LUMO level, eV: 0.045
Net charge: 0
Orbital gap, eV: 7.94
Largest force on an atom, eV/Å: 5.47
Calculated total energy, eV: -82904.342
Structure (SMILES): COC[C@H](C)N.COC[C@H](C)N.COC[C@H](C)N.COC[C@H](C)N.COC[C@H](C)N.NC(N)=O.NC(N)=O.OCCO.OCCO.OCCO.OCCO.OCCO
HOMO energy, eV: -7.9


Density functional theory data (wB97M-V/def2-TZVPD) for the molecule C4H10N2.

Structure (XYZ):
```
16
Properties=species:S:1:pos:R:3:forces:R:3:lowdin_charge:R:1
C 0.698 -1.475 -0.907 1.2 -0.7 -0.3 -0.1136
C -0.345 -0.755 0.012 0.6 0.5 -1.0 -0.4194
C -0.072 -1.130 1.472 -1.3 0.0 0.5 -0.0988
C -0.065 0.743 -0.167 -1.9 1.8 -0.3 -0.1882
H 1.691 -1.017 -0.591 -0.9 -0.9 -0.4 0.0758
H 0.770 -2.630 -0.801 -0.3 2.0 0.1 0.0964
H 0.650 -1.277 -2.024 -0.4 0.0 1.4 0.0820
H -1.407 -0.979 -0.297 1.1 0.3 0.5 0.1434
H 0.924 -0.925 1.832 0.5 0.4 -0.3 0.0700
H -0.780 -0.625 2.176 0.5 -0.4 -0.7 0.0926
H -0.194 -2.200 1.578 -0.2 -0.4 0.1 0.0659
H 1.025 1.103 -0.300 -1.5 -0.6 0.3 0.1338
H 0.304 3.065 -0.894 -3.2 0.0 1.8 0.1241
H -1.504 3.513 -0.661 2.7 -1.2 0.7 0.1011
N -1.057 1.609 -0.177 3.2 -0.9 0.0 -0.0727
N -0.636 2.980 -0.251 0.0 0.1 -2.5 -0.0923
```
Positions in Å, forces in eV/Å.

LUMO level, eV: 1.113
Net charge: 0
Orbital gap, eV: 9.95
Largest force on an atom, eV/Å: 3.70
Calculated total energy, eV: -7288.417
Structure (SMILES): CC(C)/C=N/N
HOMO energy, eV: -8.8


Density functional theory data (wB97M-V/def2-TZVPD) for a cluster of 2 separate species, C4H9ClN in total.

Structure (XYZ):
```
15
Properties=species:S:1:pos:R:3:forces:R:3:lowdin_charge:R:1
C -2.835 -0.660 -0.073 0.0 -2.1 0.7 0.0466
C -0.267 -0.438 -0.399 -1.0 2.3 -1.6 -0.1252
C 0.056 0.919 0.246 0.4 -3.2 -0.7 0.0034
C -1.602 -1.162 -0.082 0.0 2.4 0.0 -0.1468
N 1.178 1.223 0.792 -0.4 1.9 0.8 0.2207
Cl 4.096 -0.396 -0.268 0.1 0.3 -0.2 0.3229
H -3.100 0.349 -0.206 0.0 1.2 -0.6 0.0489
H -3.698 -1.310 0.165 0.7 0.3 -0.1 0.0867
H -0.201 -0.172 -1.544 0.0 -0.7 1.9 0.1828
H 0.369 -1.222 -0.127 2.1 -0.4 0.0 0.0818
H -0.720 1.635 0.168 -0.5 0.9 0.4 0.1408
H -1.278 -2.117 0.233 -0.8 -1.3 0.1 0.0882
H 1.217 2.159 1.253 0.2 -0.9 -0.6 0.1753
H 4.718 0.487 -0.983 -0.2 -0.2 0.2 -0.1961
H 2.068 0.706 0.825 -0.7 -0.4 -0.2 0.0700
```
Positions in Å, forces in eV/Å.

LUMO level, eV: -4.830
Net charge: +1
Orbital gap, eV: 9.13
Largest force on an atom, eV/Å: 3.34
Calculated total energy, eV: -18298.237
HOMO energy, eV: -14.0